{
  "formula": "C14H36BBeF4N2O6",
  "method": "wB97M-V/def2-TZVPD",
  "elements": ["F", "F", "F", "F", "O", "O", "O", "O", "O", "O", "N", "N", "C", "C", "C", "C", "C", "C", "C", "C", "C", "C", "C", "C", "C", "C", "B", "Be", "H", "H", "H", "H", "H", "H", "H", "H", "H", "H", "H", "H", "H", "H", "H", "H", "H", "H", "H", "H", "H", "H", "H", "H", "H", "H", "H", "H", "H", "H", "H", "H", "H", "H", "H", "H"],
  "coordinates": [[5.1492, -3.1791, -2.2188], [4.5782, -1.6512, -3.8122], [6.7052, -2.0549, -3.3936], [5.3238, -1.0109, -1.7712], [0.0556, -6.1089, -2.0966], [1.4151, 4.9262, 4.2133], [-2.8634, -2.0371, 0.2490], [2.3870, 0.4725, 3.3517], [-0.8254, 1.2614, -3.0319], [-0.7163, -4.7772, -4.5900], [-3.1660, 0.2046, -1.4981], [1.0871, 2.7571, 2.2214], [-4.1306, -1.3818, 0.2209], [0.2151, 2.0211, -3.6878], [1.8384, 4.9143, 2.8153], [2.3053, 3.5959, 2.3213], [-3.3920, 0.8579, -2.7996], [1.3139, 6.2068, 4.8871], [1.6128, 1.3076, 4.2120], [0.5877, 2.2542, 3.4998], [-0.8178, -6.7322, -3.0209], [-2.1654, 1.7785, -3.1846], [-4.2071, -0.8584, -1.1952], [3.6504, 0.1129, 3.9403], [-2.8014, -2.9191, 1.4037], [-1.1246, -6.0965, -4.3940], [5.5120, -1.9834, -2.7718], [0.7857, -1.5209, -1.4939], [-1.6954, -6.6147, -2.3852], [-2.6369, -2.3624, 2.3263], [3.0809, 3.2155, 2.9860], [0.9992, 0.8713, 5.0001], [-3.3288, 1.0138, -0.9160], [-4.1811, -0.6167, 0.9956], [1.1792, 1.5844, -3.4276], [1.0756, 5.3476, 2.1683], [0.3706, 3.4158, 1.9517], [-5.2211, -0.4819, -1.0610], [2.2412, 1.9580, 4.8205], [0.3793, 6.6937, 4.6085], [2.7412, 3.6928, 1.3269], [0.5798, -6.7172, -1.5706], [1.1839, 6.0461, 5.9573], [-0.3281, 1.6726, 3.3936], [-2.4310, 2.2000, -4.1541], [-2.1969, -6.0404, -4.5815], [-1.0896, -4.5339, -5.4404], [4.0779, -0.5966, 3.2319], [-3.4909, 0.0414, -3.5149], [3.6111, -0.4046, 4.8988], [0.0799, 2.9754, -3.1788], [-0.5995, -7.7926, -3.1475], [-4.9972, -2.0339, 0.3302], [-4.3320, -1.5307, -2.0441], [2.1512, 6.8775, 4.6944], [2.7310, 5.5289, 2.6991], [-3.7139, -3.4910, 1.5723], [4.3440, 0.9507, 4.0115], [-4.3691, 1.3410, -2.7985], [-1.9899, -3.5990, 1.1443], [0.2385, 2.9822, 4.2320], [-0.6547, -6.7734, -5.1075], [-2.2762, 2.7071, -2.6246], [0.1556, 2.1137, -4.7723]],
  "homo_energy_ev": -11.821,
  "e_above_lowest_kcal_mol": 297.7,
  "gap_ev": 2.196,
  "total_charge": 1,
  "lumo_energy_ev": -9.63,
  "e_tot_ha": -1554.439716,
  "max_force_ev_per_a": 2.8
}


{
  "formula": "C11H29BrClInNO6S2",
  "method": "wB97M-V/def2-TZVPD",
  "elements": ["In", "Br", "Cl", "S", "S", "O", "O", "O", "O", "O", "O", "N", "C", "C", "C", "C", "C", "C", "C", "C", "C", "C", "C", "H", "H", "H", "H", "H", "H", "H", "H", "H", "H", "H", "H", "H", "H", "H", "H", "H", "H", "H", "H", "H", "H", "H", "H", "H", "H", "H", "H", "H"],
  "coordinates": [[-2.3912, 3.8602, -4.4225], [-3.9339, 2.8277, -6.3002], [-1.6760, 0.2831, -2.0759], [-0.6809, -5.3368, 2.4453], [2.0952, 2.1389, 2.0281], [0.9659, 2.3510, 1.1721], [1.9426, 2.0238, 3.4533], [2.9302, 0.8698, 1.5010], [-1.1679, -6.2192, 1.4225], [-0.0482, -4.0918, 2.1184], [0.2834, -6.1738, 3.4257], [-3.8474, 4.6080, -1.7143], [-0.2270, 1.2347, -2.6527], [1.4000, -6.8608, 2.8438], [3.3118, 3.3671, 1.6682], [2.4235, -0.4429, 1.7956], [-0.3545, 2.8994, -4.6670], [2.5184, -5.9165, 2.4417], [-1.9693, -5.0230, 3.6104], [-2.8712, 5.6290, -1.3012], [-0.2242, 1.4210, -4.1955], [1.2211, -0.8070, 0.9456], [-3.1413, 3.4670, -2.3459], [0.3841, 3.5257, -4.1370], [0.9232, -1.8412, 1.1230], [-4.2016, 4.2500, -0.8343], [-2.6907, -4.3708, 3.1227], [-2.2466, 5.2276, -0.4769], [0.3674, -0.1698, 1.1732], [2.2059, -5.2531, 1.6360], [4.1846, 3.1975, 2.2933], [1.0683, -7.4655, 1.9965], [1.7628, -7.5475, 3.6084], [-1.5439, -4.5251, 4.4780], [-3.8382, 2.6199, -2.3939], [2.8120, -5.2893, 3.2843], [0.7589, 1.0620, -4.5438], [-1.0011, 0.7698, -4.6051], [-0.1620, 2.1751, -2.1071], [-2.2582, 5.9501, -2.1430], [-3.4437, 6.4546, -0.8575], [3.2386, -1.1355, 1.5846], [1.4467, -0.6783, -0.1135], [-2.1968, 5.5905, -4.8244], [-2.3011, 3.1662, -1.6847], [3.3872, -6.4783, 2.0962], [2.1969, -0.5268, 2.8613], [-0.0450, 2.8930, -5.7239], [0.6348, 0.6123, -2.3998], [-2.4354, -5.9649, 3.8867], [3.5663, 3.3087, 0.6130], [2.8672, 4.3345, 1.8912]],
  "homo_energy_ev": -4.378,
  "e_above_lowest_kcal_mol": 5.9,
  "gap_ev": 6.155,
  "total_charge": -1,
  "lumo_energy_ev": 1.78,
  "e_tot_ha": -4963.429048,
  "max_force_ev_per_a": 1.2
}


{
  "formula": "C4H4S3",
  "method": "wB97M-V/def2-TZVPD",
  "elements": ["S", "S", "S", "C", "C", "C", "C", "H", "H", "H", "H"],
  "coordinates": [[0.0211, -1.5027, -0.8645], [-2.5961, -0.2837, 0.6603], [1.3964, 1.0580, -0.4870], [1.0105, -1.3238, 0.6040], [0.0694, 0.2106, -1.2337], [-2.0690, 0.9399, -0.2263], [1.5987, -0.1126, 0.7923], [-0.1928, 0.5385, -2.1906], [2.1256, 0.4600, 1.5601], [0.6833, -2.0041, 1.3735], [-2.0470, 2.0198, 0.0118]],
  "homo_energy_ev": [-7.196, -6.820],
  "e_above_lowest_kcal_mol": 86.2,
  "gap_ev": [6.728, 6.674],
  "lumo_energy_ev": [-0.47, -0.15],
  "e_tot_ha": -1349.216527,
  "max_force_ev_per_a": 2.1
}


{
  "formula": "C41H60ClGeIKN7O4P3",
  "method": "wB97M-V/def2-TZVPD",
  "elements": ["I", "Ge", "K", "Cl", "P", "P", "P", "O", "O", "O", "O", "N", "N", "N", "N", "N", "N", "N", "C", "C", "C", "C", "C", "C", "C", "C", "C", "C", "C", "C", "C", "C", "C", "C", "C", "C", "C", "C", "C", "C", "C", "C", "C", "C", "C", "C", "C", "C", "C", "C", "C", "C", "C", "C", "C", "C", "C", "C", "C", "H", "H", "H", "H", "H", "H", "H", "H", "H", "H", "H", "H", "H", "H", "H", "H", "H", "H", "H", "H", "H", "H", "H", "H", "H", "H", "H", "H", "H", "H", "H", "H", "H", "H", "H", "H", "H", "H", "H", "H", "H", "H", "H", "H", "H", "H", "H", "H", "H", "H", "H", "H", "H", "H", "H", "H", "H", "H", "H", "H"],
  "coordinates": [[-2.1325, 4.5494, 1.5696], [0.9771, -0.1769, 0.2507], [-3.9219, 2.4565, -0.2183], [-5.6271, -0.5101, 0.0346], [-1.3704, 0.0995, 2.8505], [-1.3111, -2.1795, -1.6621], [0.4814, 3.3264, -1.2342], [-4.1814, -0.6505, 0.3482], [-5.8841, -0.4160, -1.3894], [-5.9782, 0.8450, 0.6455], [-6.3899, -1.5656, 0.7275], [-3.8057, 0.6928, -5.1038], [1.3673, -0.4414, 2.3682], [-5.5008, 0.4359, -6.8945], [3.4619, -1.0761, 0.6133], [2.2691, 1.1711, -0.5971], [1.2593, -1.9374, -0.8524], [-4.0010, 1.9950, -2.9818], [1.9405, 2.0572, -1.6660], [0.1023, 3.9930, -2.9124], [-2.1439, 1.3870, 3.9822], [-1.5360, -0.8806, -4.1721], [2.1025, -1.5650, 2.6655], [-2.7394, -4.0032, -0.0596], [5.4838, 1.7629, 2.0052], [-2.3669, -3.7443, -1.5358], [-4.7696, 0.6024, -5.9837], [-1.3897, -1.8790, 5.2462], [3.9569, 0.2634, 0.9079], [3.7007, -3.2238, 1.8369], [3.1219, -1.9529, 1.7317], [-1.8491, -1.5180, 3.8221], [1.3523, 4.7300, 1.1028], [-1.6350, 1.6625, 5.3942], [3.9861, -2.5684, -3.3083], [1.2332, 4.8648, -0.3934], [3.6588, -1.5704, -0.7250], [0.5666, 0.1464, 3.4192], [-0.9802, 5.0014, -2.6707], [-3.7098, 1.4027, 3.8599], [2.7478, -2.6775, -2.6731], [4.2410, 2.5187, 0.0503], [-0.7746, -3.2900, -4.3948], [3.4685, 1.3334, 0.1080], [-3.3105, -1.8378, 3.6266], [4.8779, -1.5196, -1.3802], [-0.7870, -1.9872, -3.5065], [0.2147, -2.9279, -1.0451], [4.8862, 0.5383, 1.9215], [3.2688, -4.1111, 2.8461], [5.0627, -1.9478, -2.7206], [1.9356, -2.3660, 3.8069], [-3.7169, -3.5768, -2.2982], [2.4998, -3.6216, 3.9221], [2.5503, -2.1079, -1.3855], [5.1318, 2.7815, 1.0872], [-0.1696, 2.8584, -3.9288], [2.5294, 5.4927, -0.9670], [-3.9187, 1.3805, -4.0067], [-1.8357, 2.7316, 5.5730], [-3.5586, -3.3344, -3.3564], [2.8022, 2.6879, -2.0447], [-2.1359, -1.6591, 6.0395], [5.6652, -1.0708, -0.8704], [-1.1661, 2.4665, -3.8023], [-1.3348, -3.2673, -5.3133], [3.4737, 5.2837, -0.3950], [-4.3352, -4.5069, -2.2034], [0.2458, -1.6428, -3.4189], [5.9999, -1.7859, -3.3282], [-3.2994, -3.1396, 0.3468], [-2.2457, 1.0090, 6.0406], [0.7362, -0.3293, 4.3728], [0.4453, 4.4464, 1.5608], [4.0364, 3.3258, -0.6956], [-1.4380, 4.9209, -1.6605], [2.4786, 6.5698, -0.9295], [-1.8834, -4.5725, -2.0066], [-4.1534, 0.5629, 3.2744], [-1.2911, -2.1854, 3.1118], [-3.9818, 2.2858, 3.3060], [1.0523, 4.5258, -3.1905], [-1.7801, 4.8288, -3.3541], [1.2841, -1.9376, 4.5825], [0.3200, 5.4957, -0.6250], [-0.1933, 3.2513, -4.9762], [2.6144, 5.2607, -2.0332], [-0.4968, -1.3407, 5.5169], [-3.4479, -4.7954, -0.0190], [-1.1870, -4.1500, -3.7668], [-3.9568, -1.2396, 4.3090], [-4.3157, -2.7851, -1.8194], [0.5722, 2.0566, -3.8373], [0.5149, -3.8245, -1.6118], [5.6949, 3.7029, 1.1343], [-3.5728, -2.8831, 3.8025], [1.5769, 1.4472, -2.4982], [4.1350, -3.0303, -4.3002], [3.5871, -5.1555, 2.9234], [-1.8463, 2.3107, 3.4656], [1.7779, 5.6666, 1.4807], [2.3622, -4.2129, 4.8017], [-2.5977, -1.0821, -4.4244], [4.5117, -3.5345, 1.1863], [-1.0776, -0.6595, -5.1333], [5.0280, -0.2566, 2.6303], [-4.1541, 1.3650, 4.8556], [0.0049, -3.3656, -0.0144], [-1.9620, -4.3720, 0.6282], [-1.2071, -2.9876, 5.2893], [-3.6309, -1.5834, 2.6184], [-0.6102, 1.4153, 5.4486], [-0.6295, 6.0147, -2.8239], [2.1249, 3.9675, 1.3602], [1.8915, -3.0361, -3.2259], [-1.4940, -0.0223, -3.4419], [6.3109, 1.9148, 2.6910], [0.8199, 1.2281, 3.4235], [0.2168, -3.5118, -4.7368]],
  "homo_energy_ev": [-3.097, -3.171],
  "multiplicity": 2,
  "gap_ev": [6.858, 4.958],
  "total_charge": -2,
  "lumo_energy_ev": [3.76, 1.79],
  "s_squared": 0.7631,
  "e_tot_ha": -6741.121768,
  "max_force_ev_per_a": 3.3
}


{
  "formula": "C3HCl4FO",
  "method": "wB97M-V/def2-TZVPD",
  "elements": ["Cl", "Cl", "Cl", "Cl", "F", "O", "C", "C", "C", "H"],
  "coordinates": [[-1.0350, -0.4021, 2.7279], [-1.0959, -0.3764, -1.9128], [1.6672, -1.3296, -1.9739], [1.0012, 1.4904, -1.4868], [-0.6735, 1.5918, 1.1601], [1.5722, -0.9026, 0.7392], [0.6422, -0.3908, 0.2736], [-0.9053, 0.3044, 1.1327], [0.5270, -0.1934, -1.1573], [-1.7000, 0.2082, 0.4972]],
  "homo_energy_ev": -10.200,
  "e_above_lowest_kcal_mol": 0.0,
  "gap_ev": 9.882,
  "lumo_energy_ev": -0.32,
  "e_tot_ha": -2130.717014,
  "max_force_ev_per_a": 5.1
}


{
  "formula": "C41H50BClN9O3S4Sn",
  "method": "wB97M-V/def2-TZVPD",
  "elements": ["Sn", "Cl", "S", "S", "S", "S", "O", "O", "O", "N", "N", "N", "N", "N", "N", "N", "N", "N", "C", "C", "C", "C", "C", "C", "C", "C", "C", "C", "C", "C", "C", "C", "C", "C", "C", "C", "C", "C", "C", "C", "C", "C", "C", "C", "C", "C", "C", "C", "C", "C", "C", "C", "C", "C", "C", "C", "C", "C", "C", "B", "H", "H", "H", "H", "H", "H", "H", "H", "H", "H", "H", "H", "H", "H", "H", "H", "H", "H", "H", "H", "H", "H", "H", "H", "H", "H", "H", "H", "H", "H", "H", "H", "H", "H", "H", "H", "H", "H", "H", "H", "H", "H", "H", "H", "H", "H", "H", "H", "H", "H"],
  "coordinates": [[-0.7049, -0.6829, -0.7291], [-2.1276, -5.9004, 1.3965], [1.0512, -0.2927, 3.9337], [-2.8748, 0.5579, 1.7667], [2.4661, -1.4010, 0.2674], [1.3849, 2.5678, -0.9401], [1.9284, -1.8970, -2.3046], [-0.8356, -2.6425, 0.2755], [-2.6923, -3.5405, -0.6237], [-2.6763, 1.3492, 4.4076], [-2.5949, 0.3548, -2.5005], [1.4326, 2.1184, 2.7824], [-0.0450, 3.4262, 1.2097], [3.2833, 1.3481, 3.6697], [-3.0471, -0.4866, -3.2911], [-0.0009, 4.8937, -0.4258], [-1.0760, 2.1029, 3.1073], [-1.2537, -1.9734, -2.7091], [4.7181, -2.2078, -1.1128], [-0.9167, 2.6668, 4.3592], [1.7429, 5.7972, -1.9061], [5.9159, -4.2374, -0.6140], [3.8167, -2.4851, -0.0888], [0.2408, 5.5699, -1.7323], [-4.8824, 1.3169, -2.4170], [-1.8772, -3.3955, 0.2775], [5.0139, 1.2641, 5.3849], [-0.7558, 4.5364, 1.6100], [1.9567, 1.0477, 3.4488], [-5.7076, 2.3377, -1.9900], [2.4160, 3.0666, 2.5927], [-0.8922, -3.9253, -4.0287], [4.4209, 0.5342, 4.1753], [1.4774, -1.4378, -1.2892], [-0.6473, -3.1400, -2.9165], [5.0186, -4.5138, 0.4096], [-0.7315, 5.4434, 0.6186], [-1.8934, 2.2204, 5.1554], [-2.2050, -1.5900, -3.5664], [4.0340, -0.8752, 4.6050], [-0.4636, 6.9251, -1.7321], [-3.5255, 1.3540, -2.0956], [5.7598, -3.0873, -1.3754], [-2.8750, -0.2474, 6.2372], [3.5495, 2.6099, 3.1416], [-2.5177, -2.3228, -4.7018], [-0.3283, 4.7423, -2.8846], [-2.1869, 1.3034, 3.1221], [-3.0112, 2.3896, -1.3315], [-2.0816, -4.1213, 1.6114], [5.4615, 0.4249, 3.0534], [-5.1877, 3.3930, -1.2431], [0.4179, 3.6364, -0.0555], [-3.6436, 0.4735, 5.1210], [3.9665, -3.6467, 0.6671], [-1.8292, -3.4938, -4.9512], [-4.7426, 1.3651, 5.7020], [-3.8431, 3.4183, -0.9145], [-4.2871, -0.5898, 4.2393], [0.0589, 2.0994, 2.0483], [-4.8809, -0.1562, 3.4397], [3.5918, -1.4378, 3.7860], [-5.2671, 0.4849, -2.9898], [4.2618, 1.3608, 6.1692], [3.3184, -0.8684, 5.4224], [4.5167, 3.0724, 3.2013], [-0.3638, -4.8593, -4.1534], [-1.9908, -0.7309, 5.8193], [-0.0748, 7.5867, -0.9560], [1.9283, 6.2827, -2.8665], [5.3716, 2.2607, 5.1225], [-1.9631, 2.3639, -1.0659], [-0.0161, 1.1411, 1.3493], [0.1536, 3.7680, -2.9381], [-4.3377, 2.1211, 6.3765], [-0.1607, 5.2745, -3.8233], [-3.5133, -1.0066, 6.6923], [-0.2821, 7.3978, -2.6972], [4.9959, 0.0331, 2.1473], [-1.2777, -3.8858, 2.2991], [-3.0424, -3.8238, 2.0238], [-5.4550, 0.7555, 6.2614], [-0.0876, 3.3153, 4.5839], [6.7317, -4.9196, -0.8202], [2.1208, 6.4427, -1.1099], [-3.4398, 4.2199, -0.3117], [-3.3006, -1.9579, -5.3519], [3.2490, -3.8612, 1.4493], [-2.0891, 2.4339, 6.1894], [5.8568, 0.6924, 5.7781], [-2.5487, 0.4366, 7.0212], [-1.2220, 4.5911, 2.5781], [-6.7636, 2.3115, -2.2273], [-1.5428, 6.8184, -1.6080], [0.0515, -3.4529, -2.1555], [-5.2746, 1.8702, 4.8944], [4.5933, -1.3075, -1.6985], [-1.4006, 4.5972, -2.7541], [-2.0411, -4.0772, -5.8380], [4.9501, -1.3765, 4.9285], [2.2254, 3.9918, 2.0790], [-4.9322, -1.1922, 4.8838], [5.1329, -5.4125, 1.0035], [-1.1649, 6.4233, 0.5814], [6.2550, -0.2588, 3.3595], [-5.8421, 4.1860, -0.9028], [5.9135, 1.3889, 2.8190], [6.4573, -2.8688, -2.1750], [-3.5392, -1.2352, 3.7830], [2.2762, 4.8491, -1.8774]],
  "homo_energy_ev": -4.130,
  "e_above_lowest_kcal_mol": 6.7,
  "gap_ev": 5.311,
  "total_charge": -1,
  "lumo_energy_ev": 1.18,
  "e_tot_ha": -4603.202041,
  "max_force_ev_per_a": 0.7
}